{
  "formula": "C28H52P2Sn",
  "method": "wB97M-V/def2-TZVPD",
  "elements": ["Sn", "C", "C", "C", "C", "C", "C", "H", "H", "H", "C", "H", "H", "H", "C", "H", "H", "H", "C", "H", "H", "H", "C", "H", "H", "H", "C", "C", "C", "C", "C", "C", "C", "C", "H", "H", "H", "H", "H", "H", "H", "H", "H", "H", "H", "H", "P", "P", "C", "C", "H", "H", "H", "H", "C", "H", "H", "H", "C", "H", "H", "H", "C", "H", "H", "H", "C", "H", "H", "H", "C", "C", "C", "C", "H", "H", "H", "H", "H", "H", "H", "H", "H"],
  "xyz": [[-0.305, 0.390, 0.093], [-0.300, -2.779, 2.853], [1.032, -2.785, 2.349], [0.979, -1.416, 4.190], [-0.334, -1.928, 3.985], [1.814, -1.939, 3.174], [-1.453, -3.526, 2.320], [-1.152, -4.187, 1.506], [-2.240, -2.855, 1.951], [-1.902, -4.150, 3.103], [-1.513, -1.634, 4.826], [-2.284, -2.405, 4.698], [-1.981, -0.664, 4.582], [-1.246, -1.610, 5.893], [1.385, -0.516, 5.281], [0.947, -0.835, 6.237], [1.079, 0.528, 5.107], [2.476, -0.526, 5.400], [3.256, -1.644, 3.020], [3.790, -1.855, 3.952], [3.433, -0.586, 2.783], [3.703, -2.254, 2.235], [1.525, -3.563, 1.198], [1.990, -4.511, 1.521], [2.295, -3.015, 0.629], [0.717, -3.835, 0.504], [-1.596, 1.003, -4.139], [-1.921, -0.416, -4.023], [-1.134, -1.495, -4.699], [0.395, -1.279, -4.730], [1.021, -0.533, -3.576], [1.287, 0.808, -3.620], [0.845, 1.671, -4.765], [-0.613, 1.449, -5.208], [-1.481, -1.656, -5.737], [0.692, -0.844, -5.693], [-1.338, -2.435, -4.162], [-0.648, 0.726, -6.037], [-2.474, 1.656, -4.068], [-2.973, -0.646, -3.880], [-0.989, 2.400, -5.621], [1.007, 2.732, -4.522], [2.180, 1.183, -3.116], [1.491, 1.478, -5.640], [0.838, -2.284, -4.737], [1.668, -1.179, -2.974], [-1.126, 0.325, -2.468], [1.979, 1.579, -0.307], [-0.340, 2.325, -2.005], [1.034, 2.708, -1.426], [-1.168, 2.748, -1.415], [-0.448, 2.776, -3.006], [1.741, 2.979, -2.218], [0.865, 3.639, -0.856], [2.966, 2.476, 0.918], [3.274, 1.808, 1.744], [2.400, 3.318, 1.347], [3.877, 2.867, 0.432], [3.111, 0.355, -1.010], [3.847, 0.835, -1.665], [2.578, -0.399, -1.594], [3.642, -0.173, -0.208], [-2.800, 0.633, -1.640], [-2.897, 0.105, -0.670], [-3.591, 0.229, -2.293], [-3.010, 1.705, -1.469], [-0.896, -1.532, -1.704], [-0.745, -1.656, -0.593], [-0.050, -2.099, -2.133], [-1.847, -2.063, -1.891], [-3.153, 1.382, 2.390], [-1.909, 2.270, 2.490], [-1.105, 2.011, 3.768], [-1.050, 2.277, 1.202], [-2.895, 0.312, 2.373], [-3.740, 1.626, 1.494], [-3.815, 1.563, 3.252], [-2.284, 3.310, 2.588], [-0.659, 1.008, 3.774], [-0.308, 2.756, 3.867], [-1.757, 2.124, 4.645], [-0.101, 2.789, 1.405], [-1.591, 2.842, 0.438]],
  "e_homo_ha": [-0.42035, -0.42378],
  "total_charge": 2,
  "gap_ha": [0.153, 0.138],
  "mol_weight_g_mol": 569.383
}

---

{
  "formula": "C28H53NdO2PSe2Si2",
  "method": "wB97M-V/def2-TZVPD",
  "elements": ["O", "O", "C", "C", "H", "H", "H", "H", "H", "C", "C", "H", "H", "H", "H", "H", "C", "C", "C", "H", "H", "H", "H", "H", "C", "H", "H", "H", "H", "H", "H", "Nd", "C", "Si", "H", "H", "C", "C", "C", "C", "Si", "H", "H", "C", "C", "C", "H", "H", "H", "H", "H", "H", "H", "H", "H", "H", "H", "H", "H", "H", "H", "H", "H", "H", "Se", "P", "Se", "C", "C", "C", "C", "C", "C", "C", "C", "C", "C", "C", "C", "H", "H", "H", "H", "H", "H", "H", "H", "H", "H"],
  "xyz": [[0.393, 1.409, -0.833], [-0.602, 0.405, -5.194], [-0.540, 2.555, -0.848], [-0.092, 3.649, 0.113], [-1.509, 2.135, -0.529], [-0.619, 2.896, -1.889], [0.148, 3.270, 1.116], [-0.901, 4.378, 0.226], [0.772, 4.200, -0.288], [1.801, 1.761, -1.011], [2.116, 2.405, -2.344], [2.368, 0.831, -0.852], [2.078, 2.446, -0.201], [1.803, 1.775, -3.181], [3.205, 2.534, -2.406], [1.663, 3.398, -2.455], [-0.073, -0.665, -6.000], [-0.895, 1.606, -5.921], [1.445, -0.714, -5.953], [-0.387, -0.545, -7.047], [-0.509, -1.586, -5.593], [1.879, 0.194, -6.401], [1.817, -1.572, -6.525], [1.813, -0.812, -4.922], [0.272, 2.133, -6.742], [-1.209, 2.335, -5.164], [-1.742, 1.394, -6.589], [1.183, 2.263, -6.138], [0.014, 3.112, -7.163], [0.495, 1.468, -7.592], [-1.437, -0.033, -3.352], [0.127, -0.487, 0.508], [-1.998, -0.915, -2.959], [-3.739, -1.021, -3.746], [-1.403, -1.804, -3.222], [-2.048, -0.898, -1.856], [-4.537, 0.679, -3.830], [-4.952, -2.126, -2.828], [-3.942, -1.760, -5.474], [-1.771, 0.436, 1.565], [-2.539, -0.294, 3.114], [-2.616, 0.556, 0.843], [-1.412, 1.472, 1.738], [-4.011, -1.252, 2.424], [-3.135, 0.963, 4.386], [-1.497, -1.511, 4.104], [-5.012, -1.694, -5.719], [-3.670, -2.822, -5.524], [-3.396, -1.226, -6.259], [-4.780, 1.054, -2.829], [-5.476, 0.615, -4.398], [-3.896, 1.418, -4.327], [-4.912, -2.016, -1.741], [-4.795, -3.180, -3.088], [-5.962, -1.851, -3.163], [-3.602, 1.836, 3.909], [-2.317, 1.324, 5.027], [-3.887, 0.503, 5.045], [-0.588, -1.061, 4.521], [-1.187, -2.378, 3.502], [-2.093, -1.893, 4.948], [-4.628, -1.680, 3.226], [-3.658, -2.069, 1.781], [-4.636, -0.581, 1.823], [2.000, 0.847, 2.261], [2.590, -0.905, 3.465], [1.387, -2.450, 2.329], [4.406, -1.191, 3.403], [5.131, -1.431, 4.583], [6.484, -1.786, 4.519], [7.121, -1.884, 3.280], [6.423, -1.582, 2.108], [5.078, -1.209, 2.171], [2.243, -0.680, 5.262], [1.545, -1.659, 5.992], [1.261, -1.458, 7.343], [1.679, -0.295, 7.990], [2.419, 0.665, 7.287], [2.707, 0.470, 5.930], [4.636, -1.381, 5.556], [7.020, -2.015, 5.439], [8.163, -2.216, 3.233], [6.926, -1.668, 1.143], [4.530, -0.959, 1.258], [1.237, -2.573, 5.482], [0.714, -2.227, 7.894], [1.440, -0.140, 9.041], [2.775, 1.554, 7.808], [3.303, 1.213, 5.397]],
  "multiplicity": 4,
  "e_above_lowest_ev": 0.000,
  "e_homo_ha": [-0.40354, -0.40463],
  "total_charge": 1,
  "gap_ha": [0.287, 0.291],
  "mol_weight_g_mol": 811.036
}

---

{
  "formula": "C28H54B2FN5O13S",
  "method": "wB97M-V/def2-TZVPD",
  "elements": ["N", "C", "C", "O", "S", "O", "O", "C", "C", "C", "C", "O", "F", "B", "N", "O", "C", "C", "C", "C", "O", "N", "C", "C", "C", "C", "C", "C", "O", "B", "O", "O", "H", "H", "H", "H", "H", "H", "H", "H", "H", "H", "H", "H", "H", "H", "H", "H", "H", "H", "H", "H", "H", "H", "H", "H", "C", "O", "C", "C", "N", "C", "C", "O", "C", "H", "H", "H", "H", "H", "H", "H", "H", "H", "H", "H", "H", "H", "H", "H", "C", "O", "C", "C", "N", "C", "C", "O", "C", "H", "H", "H", "H", "H", "H", "H", "H", "H", "H", "H", "H", "H", "H", "H"],
  "xyz": [[-2.775, -4.957, 3.755], [-3.221, -3.912, 4.636], [-4.700, -3.382, 4.430], [-5.419, -4.639, 4.387], [-7.003, -4.570, 4.815], [-7.145, -3.936, 6.093], [-7.589, -3.529, 3.657], [-6.987, -3.957, 2.427], [-5.700, -3.159, 2.017], [-4.799, -4.173, 1.234], [-5.512, -4.792, 0.028], [-6.264, -5.728, 0.094], [-5.240, -4.301, -1.210], [-6.247, -2.049, 0.969], [-5.474, -1.646, -0.188], [-7.463, -1.403, 1.152], [-4.948, -2.429, 3.239], [-3.606, -1.890, 2.689], [-2.923, -0.880, 3.674], [-1.435, -0.719, 3.411], [-0.690, -0.576, 4.361], [-0.909, -0.684, 2.097], [0.204, -1.586, 1.892], [1.193, -1.217, 1.019], [2.265, -2.024, 0.732], [2.354, -3.253, 1.343], [1.389, -3.626, 2.246], [0.323, -2.806, 2.520], [-5.756, -1.265, 3.391], [-6.157, -0.706, 4.580], [-5.498, 0.450, 5.046], [-7.220, -1.146, 5.349], [-2.612, -4.696, 2.797], [-3.242, -5.839, 3.871], [-2.492, -3.109, 4.755], [-3.274, -4.386, 5.626], [-4.931, -2.984, 5.432], [-6.868, -5.050, 2.381], [-7.762, -3.780, 1.669], [-3.866, -3.760, 0.842], [-4.642, -5.032, 1.893], [-5.610, -0.666, -0.411], [-4.483, -1.816, -0.078], [-7.330, -0.474, 0.939], [-3.775, -1.270, 1.799], [-2.928, -2.681, 2.355], [-3.095, -1.193, 4.703], [-3.439, 0.074, 3.525], [-1.630, -0.962, 1.435], [1.134, -0.253, 0.516], [3.055, -1.725, 0.037], [3.163, -3.948, 1.141], [1.425, -4.586, 2.752], [-0.436, -3.138, 3.226], [-6.194, 1.118, 5.089], [-6.867, -1.272, 6.239], [7.358, 2.056, -4.860], [8.000, 1.905, -3.605], [7.543, 2.828, -2.624], [6.836, 2.096, -1.500], [5.566, 1.546, -1.960], [4.939, 0.632, -1.009], [5.653, -0.688, -0.724], [5.699, -1.565, -1.834], [6.810, -1.386, -2.697], [7.834, 1.372, -5.561], [6.294, 1.802, -4.796], [7.470, 3.076, -5.238], [6.899, 3.598, -3.059], [8.427, 3.327, -2.214], [6.650, 2.791, -0.675], [7.509, 1.307, -1.140], [5.721, 1.047, -2.827], [3.949, 0.392, -1.411], [4.776, 1.161, -0.065], [5.070, -1.209, 0.039], [6.650, -0.544, -0.293], [7.696, -1.035, -2.163], [6.566, -0.697, -3.510], [7.039, -2.352, -3.148], [-0.321, 6.909, -4.744], [0.901, 7.150, -4.071], [0.859, 6.827, -2.685], [1.794, 5.672, -2.384], [1.289, 4.429, -2.957], [2.246, 3.324, -2.911], [3.512, 3.452, -3.754], [3.272, 3.444, -5.155], [3.006, 4.713, -5.727], [-0.215, 7.268, -5.766], [-0.553, 5.839, -4.773], [-1.144, 7.451, -4.268], [-0.158, 6.608, -2.349], [1.207, 7.709, -2.140], [1.886, 5.555, -1.300], [2.781, 5.929, -2.790], [1.039, 4.595, -3.923], [1.712, 2.433, -3.249], [2.530, 3.147, -1.869], [4.118, 2.569, -3.550], [4.126, 4.313, -3.465], [3.526, 5.519, -5.204], [1.932, 4.914, -5.749], [3.354, 4.691, -6.761]],
  "e_homo_ha": -0.31589,
  "gap_ha": 0.315,
  "mol_weight_g_mol": 741.451
}

---

{
  "formula": "C28H54Cl4IN3O2",
  "method": "wB97M-V/def2-TZVPD",
  "elements": ["C", "C", "Cl", "C", "Cl", "C", "C", "O", "O", "C", "C", "I", "C", "Cl", "C", "C", "Cl", "H", "H", "H", "H", "H", "H", "H", "H", "H", "C", "C", "N", "C", "C", "C", "C", "H", "H", "H", "H", "H", "H", "H", "H", "H", "H", "H", "H", "H", "H", "H", "C", "C", "N", "C", "C", "C", "C", "H", "H", "H", "H", "H", "H", "H", "H", "H", "H", "H", "H", "H", "H", "H", "C", "C", "N", "C", "C", "C", "C", "H", "H", "H", "H", "H", "H", "H", "H", "H", "H", "H", "H", "H", "H", "H"],
  "xyz": [[-1.699, -0.113, -0.548], [-1.300, -0.346, 0.885], [0.046, 0.630, 1.381], [-1.838, -1.220, 1.736], [-1.189, -1.384, 3.340], [-2.943, -2.217, 1.453], [-3.073, -2.681, 0.001], [-2.204, -2.862, -0.770], [-4.372, -2.948, -0.282], [-5.066, -3.102, 0.974], [-4.432, -2.054, 1.923], [-4.570, -2.803, 3.982], [-5.144, -0.713, 1.861], [-4.193, 0.724, 1.605], [-6.458, -0.489, 1.995], [-7.129, 0.863, 1.930], [-7.585, -1.793, 2.238], [-1.072, -0.715, -1.218], [-1.560, 0.944, -0.797], [-2.749, -0.370, -0.730], [-2.608, -3.135, 1.968], [-4.874, -4.113, 1.364], [-6.127, -2.968, 0.777], [-8.061, 0.843, 2.505], [-6.481, 1.649, 2.328], [-7.382, 1.102, 0.888], [0.972, -2.924, 0.516], [1.856, -3.469, -0.593], [2.538, -2.416, -1.329], [3.161, -2.871, -2.558], [4.325, -3.864, -2.451], [3.309, -1.483, -0.525], [4.414, -2.052, 0.374], [0.286, -2.180, 0.113], [0.381, -3.730, 0.955], [1.552, -2.468, 1.320], [1.231, -4.004, -1.313], [2.546, -4.216, -0.167], [3.496, -1.986, -3.108], [2.373, -3.325, -3.166], [5.236, -3.391, -2.086], [4.544, -4.280, -3.437], [4.085, -4.697, -1.789], [2.611, -0.924, 0.104], [3.740, -0.744, -1.207], [4.077, -2.929, 0.929], [4.710, -1.298, 1.106], [5.306, -2.330, -0.187], [-5.521, 0.117, -1.942], [-4.825, 1.424, -2.289], [-4.729, 1.657, -3.719], [-3.809, 2.724, -4.072], [-4.148, 4.149, -3.620], [-5.986, 1.623, -4.450], [-7.095, 2.587, -4.008], [-5.057, -0.728, -2.453], [-5.458, -0.057, -0.866], [-6.580, 0.139, -2.206], [-3.802, 1.394, -1.906], [-5.326, 2.245, -1.748], [-3.689, 2.711, -5.159], [-2.833, 2.453, -3.658], [-4.968, 4.578, -4.195], [-3.278, 4.794, -3.759], [-4.418, 4.185, -2.564], [-6.376, 0.604, -4.400], [-5.751, 1.795, -5.503], [-7.222, 2.584, -2.924], [-8.045, 2.280, -4.450], [-6.904, 3.613, -4.321], [8.809, 2.844, 4.250], [8.199, 2.588, 2.880], [7.428, 1.357, 2.821], [7.098, 0.941, 1.470], [6.172, 1.838, 0.640], [6.364, 1.230, 3.805], [5.282, 2.317, 3.835], [9.391, 1.981, 4.579], [9.471, 3.709, 4.203], [8.051, 3.054, 5.005], [9.005, 2.489, 2.148], [7.619, 3.475, 2.579], [6.666, -0.061, 1.527], [8.043, 0.827, 0.928], [5.136, 1.779, 0.975], [6.193, 1.519, -0.404], [6.483, 2.883, 0.671], [6.825, 1.176, 4.794], [5.896, 0.254, 3.647], [5.715, 3.317, 3.793], [4.715, 2.244, 4.766], [4.574, 2.223, 3.013]],
  "e_homo_ha": -0.29076,
  "gap_ha": 0.274,
  "smiles": "C/C(Cl)=C(/Cl)[C@@H]1C(=O)OC[C@]1(I)/C(Cl)=C(/C)Cl.CCN(CC)CC.CCN(CC)CC.CCN(CC)CC",
  "mol_weight_g_mol": 733.475
}

---

{
  "formula": "C28H54F3N4O3",
  "method": "wB97M-V/def2-TZVPD",
  "elements": ["C", "N", "C", "N", "C", "C", "C", "O", "C", "C", "F", "F", "F", "C", "C", "C", "H", "H", "H", "H", "H", "H", "H", "H", "H", "H", "H", "H", "H", "H", "H", "H", "H", "H", "C", "C", "C", "C", "C", "C", "N", "O", "C", "C", "C", "H", "H", "H", "H", "H", "H", "H", "H", "H", "H", "H", "H", "H", "H", "H", "H", "H", "H", "C", "C", "C", "C", "C", "C", "N", "O", "C", "C", "C", "H", "H", "H", "H", "H", "H", "H", "H", "H", "H", "H", "H", "H", "H", "H", "H", "H", "H"],
  "xyz": [[2.018, -1.250, 4.484], [2.780, -2.341, 5.216], [4.204, -2.487, 4.707], [4.144, -3.025, 3.294], [4.685, -2.340, 2.223], [5.509, -0.897, 2.188], [4.505, 0.415, 2.321], [5.276, 1.581, 1.869], [4.743, 2.171, 0.634], [6.012, 2.184, -0.455], [7.341, 2.225, 0.196], [5.836, 0.905, -1.242], [5.756, 3.353, -1.358], [4.310, -3.339, 0.937], [2.953, -4.167, 1.446], [3.421, -4.347, 3.027], [2.256, -1.178, 3.338], [2.209, -0.169, 4.944], [0.867, -1.537, 4.574], [2.797, -2.013, 6.227], [4.734, -3.287, 5.417], [4.773, -1.471, 4.830], [6.127, -0.867, 1.167], [6.276, -0.806, 3.097], [4.285, 0.586, 3.482], [3.462, 0.273, 1.813], [3.895, 1.559, 0.109], [4.414, 3.282, 0.908], [5.212, -4.017, 0.567], [3.853, -2.650, 0.082], [2.891, -5.221, 0.898], [1.918, -3.613, 1.256], [4.234, -5.211, 2.953], [2.617, -4.720, 3.791], [-4.147, -3.077, 0.198], [-2.996, -2.116, -0.245], [-3.243, -1.346, -1.586], [-2.956, -2.073, -2.886], [-1.617, -2.803, -2.829], [-1.550, -3.733, -1.589], [-1.760, -2.961, -0.299], [-0.654, -2.111, -0.104], [-2.615, -4.850, -1.806], [-0.211, -4.519, -1.575], [-3.073, -0.997, 0.848], [-3.897, -4.138, 0.117], [-4.345, -2.973, 1.275], [-5.075, -2.894, -0.342], [-2.584, -0.463, -1.594], [-4.270, -0.950, -1.615], [-3.774, -2.753, -3.130], [-2.924, -1.346, -3.710], [-1.497, -3.399, -3.753], [-0.799, -2.088, -2.830], [-2.585, -5.589, -0.995], [-2.417, -5.388, -2.740], [-3.641, -4.479, -1.900], [0.669, -3.863, -1.546], [-0.110, -5.129, -2.475], [-0.152, -5.187, -0.709], [-2.798, -1.374, 1.841], [-4.092, -0.595, 0.922], [-2.425, -0.142, 0.623], [-0.428, 4.630, -0.574], [-1.127, 4.008, -1.828], [-1.560, 5.032, -2.932], [-2.867, 5.777, -2.737], [-3.982, 4.833, -2.297], [-3.555, 4.023, -1.045], [-2.289, 3.225, -1.298], [-2.582, 2.212, -2.233], [-3.403, 5.046, 0.121], [-4.720, 3.114, -0.567], [0.049, 3.217, -2.493], [-1.035, 4.600, 0.334], [0.445, 4.029, -0.281], [-0.101, 5.654, -0.743], [-1.676, 4.479, -3.877], [-0.754, 5.761, -3.112], [-2.735, 6.599, -2.032], [-3.161, 6.249, -3.686], [-4.885, 5.430, -2.070], [-4.262, 4.175, -3.116], [-3.163, 4.539, 1.065], [-4.342, 5.588, 0.277], [-2.651, 5.821, -0.057], [-5.043, 2.396, -1.332], [-5.599, 3.710, -0.316], [-4.437, 2.541, 0.322], [0.379, 2.375, -1.872], [0.919, 3.870, -2.647], [-0.213, 2.822, -3.481]],
  "multiplicity": 3,
  "e_homo_ha": [-0.39172, -0.41467],
  "total_charge": 1,
  "gap_ha": [0.242, 0.265],
  "mol_weight_g_mol": 551.759
}